1.
Density functional theory data (the ωB97M-V functional and the def2-TZVPD basis) for the molecule C5H6O.

XYZ file:
```
12
C5H6O | the OMol25 dataset | the ωB97M-V functional and the def2-TZVPD basis
C 1.381 -1.591 -1.556
C 1.250 -0.769 -0.558
C 0.813 0.026 0.386
C -0.685 0.057 0.492
C -1.303 1.360 0.926
O -1.360 -0.899 0.178
H 1.355 -1.231 -2.581
H 1.451 -2.659 -1.377
H 1.444 0.666 1.000
H -2.385 1.286 0.811
H -0.912 2.179 0.312
H -1.051 1.574 1.969
```

Properties
Maximum force: 0.427 eV/Å
Energy relative to the best compared isomer or geometry (same formula, charge and spin): 1.513 eV
Frontier orbital gap: 0.3876 Ha
Structure (SMILES): C=C=CC(C)=O
Energy: -269.2906 Ha
Spin multiplicity: 1

2.
Density functional theory data (the ωB97M-V functional and the def2-TZVPD basis) for the molecule C4H8O2.

XYZ file:
```
14
C4H8O2 | the OMol25 dataset | the ωB97M-V functional and the def2-TZVPD basis
C -0.910 1.198 -0.076
C 0.060 0.030 -0.253
C 1.182 -0.015 0.820
O 0.614 0.100 -1.544
C -0.666 -1.291 -0.090
O -0.534 -2.203 -0.873
H -0.395 2.141 -0.272
H -1.728 1.109 -0.798
H -1.334 1.238 0.934
H 1.473 -1.052 1.034
H 0.870 0.441 1.767
H 2.064 0.504 0.430
H 0.541 -0.788 -1.933
H -1.236 -1.412 0.853
```

Properties
Maximum force: 0.572 eV/Å
Energy relative to the best compared isomer or geometry (same formula, charge and spin): 0.946 eV
Frontier orbital gap: 0.4072 Ha
Structure (SMILES): CC(C)(O)C=O
Energy: -307.6777 Ha
Spin multiplicity: 1

3.
Density functional theory data (the ωB97M-V functional and the def2-TZVPD basis) for a structure of composition C25H45Cl2ErO7S4Si at a distorted geometry.

XYZ file:
```
85
C25H45Cl2ErO7S4Si | the OMol25 dataset | the ωB97M-V functional and the def2-TZVPD basis
Er -5.766 -8.263 -15.721
C -8.867 -10.591 -16.878
C -9.083 -9.254 -17.583
S -7.530 -8.457 -18.103
C -7.155 -9.606 -19.523
C -5.733 -9.978 -19.408
S -5.223 -10.370 -17.703
C -5.730 -12.007 -17.100
C -6.430 -11.919 -15.729
S -7.557 -10.487 -15.563
H -8.521 -11.321 -17.590
H -9.765 -10.893 -16.373
H -9.645 -8.519 -16.975
H -9.660 -9.429 -18.519
H -7.398 -9.084 -20.469
H -7.779 -10.470 -19.476
H -5.089 -9.137 -19.682
H -5.435 -10.836 -20.014
H -4.764 -12.468 -16.945
H -6.282 -12.549 -17.898
H -5.747 -11.751 -14.873
H -6.906 -12.892 -15.490
O -4.101 -6.187 -15.573
Cl -3.739 -6.088 -17.019
O -2.303 -6.188 -17.048
O -4.295 -4.994 -17.745
O -4.457 -7.459 -17.464
Cl -10.208 -7.745 -13.895
C -9.670 -6.358 -14.803
C -10.627 -5.440 -15.112
C -10.309 -4.174 -15.654
C -8.967 -3.864 -15.883
C -7.969 -4.804 -15.570
C -8.289 -6.041 -15.020
C -7.239 -6.955 -14.647
H -11.667 -5.709 -14.943
H -11.112 -3.535 -15.973
H -8.638 -2.978 -16.344
H -6.926 -4.547 -15.756
H -7.557 -7.714 -13.892
H -6.384 -6.337 -14.279
C -0.864 -6.686 -13.542
C -1.422 -6.633 -12.145
C -1.957 -5.239 -11.694
C -0.462 -7.229 -11.110
O -2.629 -7.464 -12.240
Si -2.870 -9.068 -12.495
S -4.708 -9.186 -13.627
O -1.603 -9.725 -13.238
C -1.358 -11.027 -13.918
C -2.332 -12.101 -13.322
C -1.532 -10.745 -15.386
C 0.040 -11.420 -13.532
O -3.108 -9.869 -11.110
C -4.130 -9.798 -10.015
C -3.445 -10.234 -8.761
C -4.568 -8.346 -9.912
C -5.222 -10.832 -10.312
H -0.003 -5.989 -13.577
H -1.646 -6.325 -14.208
H -0.581 -7.699 -13.842
H -1.133 -4.486 -11.788
H -2.220 -5.243 -10.637
H -2.782 -4.923 -12.326
H 0.441 -6.618 -10.997
H -0.147 -8.220 -11.497
H -0.862 -7.354 -10.110
H -3.351 -11.735 -13.522
H -2.186 -12.193 -12.243
H -2.262 -13.113 -13.815
H -2.616 -10.516 -15.515
H -1.308 -11.699 -15.917
H -0.904 -9.866 -15.731
H 0.127 -11.414 -12.451
H 0.791 -10.729 -13.951
H 0.305 -12.429 -13.888
H -2.595 -9.565 -8.480
H -3.062 -11.268 -8.767
H -4.142 -10.157 -7.879
H -3.745 -7.789 -9.360
H -5.428 -8.264 -9.268
H -4.767 -7.875 -10.942
H -4.740 -11.777 -10.064
H -5.607 -10.801 -11.307
H -6.002 -10.645 -9.534
```

Properties
Maximum force: 4.096 eV/Å
Energy relative to the best compared isomer or geometry (same formula, charge and spin): 0.000 eV
Frontier orbital gap (alpha / beta): 0.2566 / 0.2554 Ha
<S²>: 3.7525
Energy: -5323.9301 Ha
Spin multiplicity: 4

4.
Density functional theory data (the ωB97M-V functional and the def2-TZVPD basis) for a structure of composition C30H24N6O4Rh.

XYZ file:
```
65
C30H24N6O4Rh | the OMol25 dataset | the ωB97M-V functional and the def2-TZVPD basis
Rh 0.720 0.528 0.048
O 0.264 4.383 1.183
C 0.505 3.194 1.040
N 0.584 2.490 -0.102
C 0.151 2.915 -1.380
C -0.320 4.181 -1.701
C -0.761 4.427 -2.999
C -0.731 3.435 -3.962
C -0.258 2.164 -3.649
C 0.176 1.905 -2.363
N 0.761 0.677 -1.934
C 1.891 0.240 -2.547
O 2.145 0.231 -3.732
C 2.992 -0.043 -1.541
C 4.238 -0.497 -1.928
C 5.247 -0.562 -0.982
C 4.985 -0.150 0.318
C 3.714 0.292 0.635
N 2.741 0.332 -0.277
C 0.698 2.321 2.271
C 0.688 2.893 3.531
C 0.800 2.072 4.640
C 0.918 0.701 4.459
C 0.922 0.200 3.171
N 0.818 0.993 2.102
H -0.322 4.960 -0.954
H -1.126 5.414 -3.251
H -1.070 3.644 -4.968
H -0.207 1.382 -4.393
H 4.384 -0.764 -2.966
H 6.233 -0.915 -1.254
H 5.753 -0.161 1.078
H 3.457 0.627 1.631
H 0.586 3.967 3.599
H 0.790 2.493 5.636
H 1.001 0.027 5.298
H 1.012 -0.862 2.974
O -5.759 -1.770 0.063
C -5.534 -0.380 0.124
C -4.054 -0.123 0.124
C -3.560 1.172 0.158
C -2.197 1.378 0.156
N -1.323 0.367 0.120
C -1.786 -0.898 0.081
C -3.143 -1.168 0.089
C -0.763 -1.972 0.044
C -1.088 -3.312 -0.066
C -0.087 -4.275 -0.075
C -0.450 -5.739 -0.153
O -1.018 -6.184 1.064
C 1.226 -3.846 0.038
C 1.487 -2.492 0.131
N 0.523 -1.572 0.129
H -6.705 -1.941 0.064
H -5.963 0.058 1.032
H -5.974 0.139 -0.735
H -4.221 2.029 0.181
H -1.788 2.377 0.170
H -3.514 -2.180 0.069
H -2.119 -3.623 -0.147
H 0.423 -6.331 -0.440
H -1.218 -5.884 -0.912
H -0.326 -6.289 1.725
H 2.048 -4.550 0.036
H 2.504 -2.129 0.203
```

Properties
Total charge: +1
Maximum force: 0.524 eV/Å
Energy relative to the best compared isomer or geometry (same formula, charge and spin): 0.000 eV
Frontier orbital gap: 0.2390 Ha
Energy: -1897.5886 Ha
Spin multiplicity: 1

5.
Density functional theory data (the ωB97M-V functional and the def2-TZVPD basis) for a cluster of 2 separate species, C2H2ClNO2 in total at a distorted geometry.

XYZ file:
```
8
C2H2ClNO2 | the OMol25 dataset | the ωB97M-V functional and the def2-TZVPD basis
C -0.868 0.133 -0.189
C 1.143 0.932 0.079
N 1.808 -0.234 -0.006
O -1.192 -0.987 -0.175
O 1.418 2.064 0.018
Cl 3.541 -0.494 -0.226
H -1.588 1.067 -0.449
H 1.213 -0.965 0.348
```

Properties
Maximum force: 3.600 eV/Å
Energy relative to the best compared isomer or geometry (same formula, charge and spin): 3.162 eV
Frontier orbital gap: 0.3114 Ha
Energy: -742.7204 Ha
Spin multiplicity: 1

6.
Density functional theory data (the ωB97M-V functional and the def2-TZVPD basis) for a cluster of 2 separate species, C6H15NO in total at a distorted geometry.

XYZ file:
```
23
C6H15NO | the OMol25 dataset | the ωB97M-V functional and the def2-TZVPD basis
C 1.159 -1.328 -0.277
C 0.786 0.061 -0.481
C 0.228 0.698 0.874
C -1.373 0.392 1.046
C -2.001 -0.735 0.120
C -3.147 -0.011 -0.670
N 1.922 0.760 -1.168
H 0.463 -1.890 0.348
H 2.223 -1.422 0.036
H 1.084 -1.824 -1.228
H -0.094 0.307 -1.137
H 0.814 0.326 1.714
H 0.472 1.866 0.801
H -1.359 0.330 2.207
H -1.633 1.366 0.824
H -3.988 0.399 -0.112
H -3.691 -0.679 -1.305
H -2.659 0.705 -1.444
H 2.784 0.523 -0.618
H 1.772 1.741 -1.381
H 4.729 0.111 0.636
H -2.302 -1.514 0.743
O 3.812 -0.180 0.472
```

Properties
Maximum force: 7.526 eV/Å
Energy relative to the best compared isomer or geometry (same formula, charge and spin): 9.338 eV
Frontier orbital gap: 0.1277 Ha
Energy: -367.2881 Ha
Spin multiplicity: 1

Question: Which value of energy does entry 1 give?
Answer: -269.2906 Ha